Molecular formula: C64H132O17
Method: DFT, ωB97M-V/def2-TZVPD

For the orbital gap, the calculation gives 9.751 eV. For the relative energy (zero: lowest compared OMol25 entry of this formula, charge and spin), the calculation gives 0.0 kcal per mole. The energy comes out at -3796.339383 a.u.

The geometry in ORCA input format:
```
! wB97M-V def2-TZVPD RIJCOSX def2/J DEFGRID3
* xyz 0 1
C 1.479 -4.590 8.235
C 2.038 -3.227 7.702
C 2.229 -3.641 6.235
O 2.225 -5.035 6.113
C 1.262 -5.509 7.013
H 0.499 -4.387 8.667
H 2.122 -5.072 8.972
H 2.942 -3.084 8.294
H 1.335 -2.405 7.834
H 3.072 -3.307 5.629
H 1.447 -3.364 5.529
H 1.431 -6.542 7.316
H 0.256 -5.597 6.603
C 7.547 -2.164 5.427
C 6.859 -0.846 5.106
C 5.440 -1.056 5.624
O 5.506 -2.104 6.543
C 6.485 -3.031 6.018
H 8.305 -2.061 6.204
H 8.011 -2.644 4.566
H 6.860 -0.745 4.021
H 7.366 0.027 5.517
H 4.731 -1.341 4.847
H 5.076 -0.159 6.124
H 6.120 -3.773 5.307
H 7.012 -3.714 6.684
C 3.708 2.347 -4.185
C 3.815 1.327 -5.269
C 5.062 1.881 -5.994
O 5.947 2.151 -4.921
C 5.176 2.809 -3.879
H 3.128 1.954 -3.350
H 3.207 3.221 -4.602
H 2.989 1.438 -5.971
H 4.031 0.310 -4.943
H 4.950 2.735 -6.663
H 5.651 1.212 -6.621
H 5.219 3.897 -3.916
H 5.414 2.424 -2.888
C -1.285 7.356 0.478
C -2.312 6.226 0.262
C -3.639 6.892 -0.307
O -3.376 8.332 -0.389
C -2.286 8.594 0.511
H -0.659 7.370 -0.414
H -0.678 7.183 1.367
H -2.593 5.846 1.244
H -1.972 5.438 -0.410
H -4.479 6.659 0.347
H -3.887 6.493 -1.291
H -2.814 8.744 1.452
H -1.742 9.510 0.279
C -0.614 -2.450 -6.985
C -0.912 -3.866 -6.489
C -2.418 -3.806 -6.182
O -2.619 -2.481 -5.815
C -1.808 -1.600 -6.658
H -0.559 -2.491 -8.073
H 0.358 -2.070 -6.669
H -0.411 -4.097 -5.549
H -0.703 -4.646 -7.221
H -2.636 -4.510 -5.379
H -3.100 -4.047 -6.998
H -1.488 -0.787 -6.007
H -2.382 -1.224 -7.504
C -2.773 -2.446 -2.075
C -3.562 -3.688 -1.589
C -2.661 -4.271 -0.566
O -1.346 -3.664 -0.770
C -1.361 -3.049 -2.102
H -2.761 -1.688 -1.292
H -3.076 -2.033 -3.037
H -3.724 -4.343 -2.444
H -4.594 -3.625 -1.244
H -2.667 -5.351 -0.712
H -3.014 -4.092 0.449
H -1.218 -3.746 -2.928
H -0.524 -2.361 -2.224
C -6.971 -1.151 -5.585
C -5.662 -0.476 -5.333
C -5.756 -0.295 -3.829
O -7.178 -0.188 -3.558
C -7.986 -0.654 -4.608
H -6.855 -2.219 -5.402
H -7.175 -0.998 -6.645
H -5.621 0.461 -5.889
H -4.855 -1.152 -5.613
H -5.181 0.574 -3.509
H -5.440 -1.188 -3.290
H -8.559 0.203 -4.963
H -8.623 -1.504 -4.361
C -4.239 1.462 0.929
C -4.135 2.358 2.177
C -4.759 3.610 1.741
O -4.231 3.771 0.413
C -4.055 2.466 -0.206
H -5.192 0.939 0.846
H -3.549 0.657 0.677
H -3.056 2.450 2.307
H -4.490 2.032 3.155
H -4.553 4.471 2.376
H -5.842 3.490 1.721
H -3.043 2.370 -0.599
H -4.719 2.207 -1.030
C -1.452 -1.512 4.069
C -0.517 -0.907 5.085
C 0.645 -0.552 4.167
O 0.789 -1.719 3.355
C -0.434 -2.443 3.354
H -1.777 -0.752 3.358
H -2.359 -1.973 4.458
H -0.129 -1.612 5.820
H -0.923 -0.038 5.601
H 1.571 -0.439 4.732
H 0.457 0.242 3.444
H -0.229 -3.366 3.896
H -0.831 -2.575 2.347
C 0.196 3.118 4.455
C 1.207 3.407 5.518
C 2.510 2.991 4.806
O 2.118 2.834 3.419
C 0.864 3.356 3.116
H -0.599 3.848 4.607
H -0.161 2.090 4.506
H 1.084 2.810 6.422
H 1.177 4.448 5.841
H 2.930 2.040 5.134
H 3.317 3.719 4.894
H 0.278 2.891 2.323
H 0.971 4.417 2.889
C 2.833 5.454 -1.104
C 2.496 4.017 -0.843
C 1.172 3.878 -1.490
O 1.160 4.850 -2.508
C 2.299 5.621 -2.519
H 3.921 5.499 -1.055
H 2.581 6.252 -0.405
H 2.465 3.832 0.230
H 3.270 3.360 -1.240
H 0.453 4.075 -0.696
H 1.311 2.860 -1.854
H 2.084 6.674 -2.700
H 2.928 5.160 -3.281
C 2.156 -1.771 -2.965
C 3.652 -1.987 -3.128
C 3.849 -2.734 -4.496
O 2.557 -3.414 -4.673
C 1.567 -3.001 -3.697
H 1.870 -0.884 -3.531
H 1.933 -1.831 -1.900
H 3.929 -2.540 -2.231
H 4.245 -1.081 -3.000
H 4.716 -3.393 -4.539
H 3.823 -2.006 -5.307
H 1.473 -3.917 -3.115
H 0.602 -2.750 -4.136
C -5.813 -1.804 3.101
C -5.568 -2.490 4.477
C -6.769 -3.504 4.504
O -7.165 -3.707 3.138
C -6.251 -2.972 2.263
H -4.949 -1.245 2.742
H -6.682 -1.150 3.172
H -5.334 -1.872 5.344
H -4.656 -3.086 4.451
H -7.660 -3.072 4.960
H -6.448 -4.423 4.993
H -6.776 -2.568 1.397
H -5.371 -3.587 2.070
C -2.523 2.419 -5.772
C -1.013 2.541 -5.921
C -0.505 2.858 -4.548
O -1.265 1.819 -3.902
C -2.654 1.906 -4.339
H -2.848 1.681 -6.505
H -3.087 3.320 -6.013
H -0.729 3.335 -6.612
H -0.533 1.669 -6.365
H -0.706 3.823 -4.084
H 0.557 2.673 -4.390
H -3.179 2.615 -3.699
H -3.092 0.946 -4.068
C 4.345 0.697 -0.081
C 4.944 -0.619 0.515
C 6.289 -0.009 0.949
O 5.956 1.152 1.617
C 4.633 1.651 1.099
H 3.281 0.615 -0.305
H 4.811 0.916 -1.042
H 5.122 -1.448 -0.169
H 4.467 -0.945 1.439
H 6.893 0.237 0.076
H 6.767 -0.662 1.680
H 4.711 2.629 0.623
H 3.814 1.450 1.789
C 2.462 -4.582 2.235
C 2.102 -4.360 0.802
O 1.011 -5.194 0.503
H 1.732 -4.148 2.918
H 3.510 -4.292 2.312
H 2.427 -5.638 2.501
H 2.909 -4.651 0.130
H 1.885 -3.341 0.481
H 0.276 -4.605 0.320
C -0.208 0.548 -0.657
C 0.004 -0.157 0.680
O 1.240 -0.888 0.795
H 0.389 1.459 -0.700
H -1.279 0.703 -0.787
H 0.022 -0.073 -1.523
H -0.848 -0.771 0.972
H -0.003 0.652 1.411
H 1.376 -1.245 1.675
*
```

Mulliken atomic charge list, values in e, 99 entries: atom 1 (C): -0.5258, atom 2 (C): -0.4288, atom 3 (C): 1.0878, atom 4 (O): -0.5001, atom 5 (C): -0.5675, atom 6 (H): 0.2310, atom 7 (H): 0.3624, atom 8 (H): 0.1687, atom 9 (H): 0.3954, atom 10 (H): -0.0211, atom 11 (H): -0.8735, atom 12 (H): 0.3250, atom 13 (H): 0.2818, atom 14 (C): -0.5177, atom 15 (C): 0.1878, atom 16 (C): 0.1626, atom 17 (O): -0.4323, atom 18 (C): -0.5035, atom 19 (H): 0.1769, atom 20 (H): 0.3559, atom 21 (H): -0.4348, atom 22 (H): 0.3399, atom 23 (H): -0.2167, atom 24 (H): 0.2988, atom 25 (H): 0.2210, atom 26 (H): 0.4260, atom 27 (C): 0.3936, atom 28 (C): 0.0913, atom 29 (C): -0.6460, atom 30 (O): -0.4976, atom 31 (C): -0.1413, atom 32 (H): -0.4811, atom 33 (H): 0.1710, atom 34 (H): 0.3001, atom 35 (H): -0.3206, atom 36 (H): 0.2845, atom 37 (H): 0.3508, atom 38 (H): 0.2553, atom 39 (H): 0.1845, atom 40 (C): -0.2342, atom 41 (C): 0.1083, atom 42 (C): -0.3783, atom 43 (O): -0.4734, atom 44 (C): -0.6033, atom 45 (H): 0.0724, atom 46 (H): 0.2827, atom 47 (H): 0.0256, atom 48 (H): 0.0447, atom 49 (H): 0.1975, atom 50 (H): 0.2704, atom 51 (H): 0.2972, atom 52 (H): 0.3770, atom 53 (C): -0.6383, atom 54 (C): -0.2076, atom 55 (C): -0.6543, atom 56 (O): -0.2869, atom 57 (C): 0.2782, atom 58 (H): 0.3837, atom 59 (H): 0.2168, atom 60 (H): -0.0566, atom 61 (H): 0.4294, atom 62 (H): 0.3319, atom 63 (H): 0.3088, atom 64 (H): -0.4081, atom 65 (H): 0.3707, atom 66 (C): 0.6997, atom 67 (C): -1.0204, atom 68 (C): -0.2549, atom 69 (O): -0.1012, atom 70 (C): 0.9449, atom 71 (H): -0.4133, atom 72 (H): 0.2961, atom 73 (H): 0.3173, atom 74 (H): 0.4441, atom 75 (H): 0.3052, atom 76 (H): 0.1055, atom 77 (H): 0.0054, atom 78 (H): -1.3199, atom 79 (C): -0.8202, atom 80 (C): 0.2280, atom 81 (C): 0.5739, atom 82 (O): -0.5250, atom 83 (C): -0.4670, atom 84 (H): 0.2644, atom 85 (H): 0.4326, atom 86 (H): 0.2825, atom 87 (H): -0.2045, atom 88 (H): -0.2011, atom 89 (H): -0.0801, atom 90 (H): 0.2976, atom 91 (H): 0.2660, atom 92 (C): -0.2669, atom 93 (C): -0.1415, atom 94 (C): -0.6221, atom 95 (O): -0.3536, atom 96 (C): 0.3403, atom 97 (H): 0.2837, atom 98 (H): -0.0285, atom 99 (H): -0.0944